Record 1
Entry from the OMol25 dataset: C37H30BrCsF3IN4O3S2 as an isolated structure at a distorted geometry (ωB97M-V with the def2-TZVPD basis set).

Geometry (Å):
Cs1 0.0652 0.0370 1.0375
C1 -2.6802 3.2333 -0.5851
C2 -2.0113 4.0643 0.4688
N1 -2.0187 5.3661 0.3645
C3 -1.3649 6.1103 1.3019
C4 -0.6881 5.5550 2.3518
C5 0.0670 6.4500 3.2911
O1 1.4897 6.3388 3.1575
C6 -0.6652 4.1490 2.4982
C7 0.0376 3.5262 3.6251
N2 0.4064 2.3095 3.6304
C8 0.9772 1.7365 4.7717
C9 0.3336 1.7425 6.0065
C10 0.8856 1.0806 7.0972
C11 2.0913 0.4079 6.9697
C12 2.7520 0.4039 5.7419
C13 2.2002 1.0594 4.6534
I1 3.1808 1.1064 2.8273
C14 -1.3573 3.3406 1.5571
O2 -1.4434 2.0819 1.6270
H1 -3.3090 3.8731 -1.2060
H2 -3.2631 2.4261 -0.1374
H3 -1.9346 2.7402 -1.2168
H4 -1.3760 7.1858 1.1631
H5 -0.2217 6.2661 4.3303
H6 -0.1719 7.4891 3.0673
H7 1.7015 5.4160 2.9730
H8 0.2590 4.1578 4.5000
H9 -0.6235 2.2438 6.0838
H10 0.3578 1.0799 8.0437
H11 2.5126 -0.1272 7.8120
H12 3.6952 -0.1157 5.6250
S1 3.3219 0.9954 -1.3865
C15 3.0631 -0.1866 -2.6295
C16 3.7787 -0.1291 -3.8677
C17 3.5628 -1.0456 -4.8628
C18 2.6149 -2.0598 -4.6815
C19 1.9450 -2.0502 -3.4767
N3 2.1364 -1.1653 -2.4908
H13 4.5000 0.6686 -3.9911
H14 4.1258 -0.9810 -5.7887
H15 2.4120 -2.8133 -5.4314
H16 1.1842 -2.8055 -3.2844
Br1 3.5151 -3.1417 4.3212
C20 3.1825 -3.6332 2.4888
C21 3.2572 -4.9787 2.1604
C22 3.0080 -5.3179 0.8424
C23 2.7085 -4.3219 -0.0684
C24 2.6562 -3.0117 0.3775
N4 2.8883 -2.6740 1.6538
H17 3.4811 -5.7196 2.9138
H18 3.0329 -6.3571 0.5364
H19 2.4956 -4.5446 -1.1053
H20 2.4161 -2.2020 -0.3056
F1 -0.6886 -4.0676 2.8599
C25 -1.0356 -3.4465 1.6465
F2 -0.3650 -4.2889 0.7159
F3 -2.3852 -3.9533 1.4952
O3 -1.1264 -0.1464 -1.0812
S2 -0.9071 -1.0092 -2.3101
C26 -2.2073 -2.2417 -2.2902
C27 -2.8242 -2.5119 -1.0867
C28 -3.8047 -3.5034 -1.0517
C29 -4.1475 -4.1930 -2.2005
C30 -3.4949 -3.9213 -3.4040
C31 -2.5157 -2.9481 -3.4519
C32 -1.5258 -0.0644 -3.6861
C33 -0.8586 -0.1666 -4.8938
C34 -1.3146 0.5795 -5.9782
C35 -2.4049 1.4218 -5.8268
C36 -3.0456 1.5316 -4.5925
C37 -2.6080 0.7864 -3.5089
H21 -2.5187 -2.0069 -0.1799
H22 -4.2547 -3.7509 -0.1014
H23 -4.9051 -4.9667 -2.1608
H24 -3.7488 -4.4719 -4.3020
H25 -2.0041 -2.7329 -4.3840
H26 0.0210 -0.7978 -4.9791
H27 -0.7997 0.5152 -6.9289
H28 -2.7476 2.0137 -6.6674
H29 -3.8806 2.2111 -4.4735
H30 -3.0722 0.8705 -2.5332

Results
- HOMO level: -0.0766 hartree
- ΔE to the lowest compared entry with this formula, charge and spin: 29.1 kcal per mole
- E_tot: -159473.1803 eV
- Gap between HOMO and LUMO: 5.9 eV
- Net charge: -2

---

Record 2
Entry from the OMol25 dataset: a 11-piece molecular cluster, C45H92Cl4NO16S8 overall at a distorted geometry (ωB97M-V with the def2-TZVPD basis set).

Geometry (Å):
C1 -2.1962 -1.6099 -3.7527
C2 -0.7298 -1.3755 -3.4411
C3 -0.2101 -1.3002 -1.9859
C4 -0.7653 -0.2162 -1.0831
N1 0.0353 -0.0473 0.2053
C5 1.5422 -0.1071 0.0755
C6 1.9274 -1.5828 0.1548
C7 0.9607 -2.0914 1.2916
C8 -0.2544 -1.1758 1.2137
C9 -0.3766 1.2793 0.7528
H1 -2.6287 -2.3117 -3.0355
H2 -2.3761 -1.8377 -4.7992
H3 -2.7718 -0.6998 -3.5439
H4 -0.4491 -0.4097 -3.8762
H5 -0.0525 -2.1169 -3.8631
H6 0.8686 -1.1648 -1.9976
H7 -0.4388 -2.2706 -1.5291
H8 -1.8074 -0.3756 -0.8155
H9 -0.6204 0.7575 -1.5561
H10 1.8555 0.3681 1.0044
H11 1.9072 0.3387 -0.8409
H12 2.9134 -1.8153 0.5514
H13 1.6730 -2.2213 -0.6848
H14 1.4937 -1.9743 2.2343
H15 0.7716 -3.1360 1.0539
H16 -0.4093 -0.7178 2.1872
H17 -1.1110 -1.7652 0.8956
H18 -0.1670 1.2213 1.8225
H19 -1.4375 1.4738 0.6262
H20 0.2402 2.0539 0.3033
C10 0.7006 2.5998 -5.3510
C11 2.1386 2.2349 -5.1802
C12 2.7953 3.0975 -4.1347
S1 1.4699 3.2602 -2.8286
O1 1.0909 4.6186 -2.5713
O2 1.6995 2.2832 -1.7682
C13 0.1334 2.6173 -3.8939
H21 0.0956 1.8577 -5.8624
H22 0.6410 3.6277 -5.7100
H23 2.6697 2.3586 -6.1296
H24 2.2813 1.1945 -4.8701
H25 3.0483 4.0646 -4.5720
H26 3.6940 2.6612 -3.7055
H27 -0.6652 3.3511 -3.8627
H28 -0.0732 1.5905 -3.6046
C14 -1.0788 5.8248 1.4208
C15 -1.8907 4.6537 1.9957
C16 -3.0433 4.4142 1.0372
S2 -2.2645 4.6602 -0.6431
O3 -3.1684 5.4252 -1.4680
O4 -1.9062 3.3197 -1.0694
C17 -0.8355 5.5611 -0.0669
H29 -0.1277 5.9226 1.9414
H30 -1.6261 6.7677 1.4913
H31 -2.0243 4.9358 3.0410
H32 -1.1607 3.8338 1.9580
H33 -3.6737 5.2994 1.1539
H34 -3.5728 3.4692 1.0669
H35 -0.7615 6.5260 -0.5702
H36 0.1258 5.0937 -0.2742
C18 6.2287 -2.4782 -2.9146
C19 5.9972 -0.9942 -3.1655
C20 5.1204 -0.9038 -4.4174
S3 3.9648 -2.3684 -4.3026
O5 4.1962 -3.1422 -5.5059
O6 2.6271 -1.9102 -3.9592
C21 4.8506 -3.1463 -2.9161
H37 6.6664 -2.5599 -1.9167
H38 6.8876 -3.0071 -3.6033
H39 6.9245 -0.4624 -3.3786
H40 5.4866 -0.5656 -2.3041
H41 5.5705 -0.9822 -5.4014
H42 4.4768 -0.0325 -4.3240
H43 4.9878 -4.2218 -2.9005
H44 4.3705 -2.7544 -2.0159
C22 2.8025 -6.5427 -3.3827
C23 1.9552 -5.6357 -4.3142
C24 0.7494 -5.0698 -3.5181
S4 1.0157 -5.5032 -1.7936
O7 -0.2802 -5.7595 -1.2065
O8 1.9465 -4.5527 -1.2175
C25 1.9302 -7.0016 -2.1792
H45 3.6902 -6.0242 -3.0239
H46 3.1428 -7.4693 -3.8428
H47 1.5021 -6.3073 -5.0399
H48 2.5872 -4.8567 -4.7192
H49 -0.1717 -5.5419 -3.8459
H50 0.6813 -3.9829 -3.4872
H51 1.1278 -7.6412 -2.5430
H52 2.4265 -7.1982 -1.2319
C26 -5.0825 2.3356 5.0333
C27 -3.6665 1.9613 5.5045
C28 -2.7812 1.9857 4.2538
S5 -3.8370 1.0927 3.0240
O9 -3.9157 -0.3347 3.3075
O10 -3.4208 1.5328 1.7006
C29 -5.3935 1.8695 3.6084
H53 -5.1040 3.4206 5.1683
H54 -5.8560 1.9852 5.7167
H55 -3.6156 0.9182 5.8282
H56 -3.2842 2.5852 6.3075
H57 -1.8792 1.3847 4.1867
H58 -2.6855 2.9590 3.7715
H59 -6.2307 1.1870 3.4859
H60 -5.6472 2.7129 2.9653
C30 -4.5895 2.1114 -1.1894
C31 -5.2730 1.5048 -2.4047
C32 -6.7508 1.1788 -2.0495
S6 -7.1094 2.2193 -0.5369
O11 -7.2331 1.4350 0.6786
O12 -8.1871 3.1534 -0.8421
C33 -5.5564 3.0811 -0.4863
H61 -3.5920 2.5212 -1.3326
H62 -4.5311 1.2793 -0.4794
H63 -4.6795 0.6684 -2.7819
H64 -5.2589 2.1751 -3.2682
H65 -7.0491 0.1950 -1.6963
H66 -7.3276 1.5453 -2.8920
H67 -5.2866 3.2968 0.5442
H68 -5.6221 4.0244 -1.0298
C34 1.9891 3.3732 6.6934
C35 1.9675 4.5036 5.6239
C36 1.1562 3.8796 4.5087
S7 1.6087 2.1477 4.3535
O13 2.5366 2.0011 3.2466
O14 0.3555 1.4136 4.4277
C37 2.4819 2.0862 5.9847
H69 0.9960 3.2971 7.1416
H70 2.6463 3.5979 7.5329
H71 2.9955 4.7420 5.3486
H72 1.4393 5.4174 5.8891
H73 1.0052 4.3366 3.5275
H74 0.1015 3.9342 4.8052
H75 3.4964 2.3885 5.7060
H76 2.5709 1.1677 6.5526
C38 5.6762 -2.2484 1.8680
C39 5.9194 -0.7646 1.6378
C40 4.8510 0.0260 2.3938
S8 4.4839 -0.9805 3.8757
O15 3.0428 -1.1760 3.9954
O16 5.2375 -0.3591 4.9592
C41 5.2787 -2.5195 3.3246
H77 6.6044 -2.7872 1.6579
H78 5.0009 -2.7215 1.1501
H79 6.0485 -0.5518 0.5785
H80 6.8523 -0.4533 2.1202
H81 3.9085 0.0148 1.8292
H82 4.8612 1.0985 2.5748
H83 4.7408 -3.4138 3.6107
H84 6.2129 -2.3977 3.8797
Cl1 -1.7864 -3.3491 6.8288
C42 -0.3934 -3.4206 5.6723
C43 -0.8648 -3.4614 4.2226
Cl2 -1.5462 -4.9983 3.7510
H85 0.1708 -4.2817 6.0147
H86 0.1428 -2.4953 5.8684
H87 -0.0491 -3.1691 3.5627
H88 -1.5866 -2.6463 4.1393
Cl3 -5.7818 -3.6517 -5.9685
C44 -5.9089 -3.4624 -4.2138
C45 -5.6461 -4.7594 -3.4794
Cl4 -3.9105 -5.0786 -3.3240
H89 -6.8327 -2.9158 -4.0229
H90 -5.1972 -2.7524 -3.7775
H91 -6.0771 -5.6609 -3.9002
H92 -5.9121 -4.6120 -2.4326

Results
- HOMO level: -0.4277 hartree
- E_tot: -219169.0054 eV
- Gap between HOMO and LUMO: 9.9 eV
- Net charge: +1

---

Record 3
Entry from the OMol25 dataset: a 2-piece molecular cluster, C11H26NO6P overall at a distorted geometry (ωB97M-V with the def2-TZVPD basis set).

Geometry (Å):
C1 2.3284 4.4759 1.6513
C2 1.7597 3.3072 2.4080
O1 2.6966 2.6604 3.2778
C3 3.8363 2.1606 2.7110
O2 4.8816 2.7713 2.8192
C4 3.8210 0.7949 2.0596
C5 2.7825 0.5605 0.9730
N1 2.7889 1.6150 -0.0189
H1 1.4963 5.1188 1.3839
H2 3.0062 5.0628 2.2565
H3 2.8161 4.2001 0.7277
H4 0.9891 3.6882 3.0643
H5 1.2635 2.5919 1.7665
H6 3.6372 0.0664 2.8407
H7 4.7942 0.6464 1.6202
H8 2.9931 -0.4020 0.5105
H9 1.8008 0.5045 1.4250
H10 3.6677 1.6896 -0.5019
H11 2.0157 1.5479 -0.6578
O3 -0.6784 -0.6068 -0.9978
P1 -1.8868 -1.4492 -0.7316
O4 -2.7564 -1.3597 -2.1268
C6 -2.1435 -1.5368 -3.4013
C7 -2.2266 -2.9733 -3.8824
O5 -2.7193 -0.3790 0.1850
C8 -2.0717 0.7127 0.8387
C9 -2.1696 1.9803 0.0131
O6 -2.8016 -2.5973 -0.0202
C10 -2.6995 -3.9736 -0.3903
C11 -1.2749 -4.4877 -0.3902
H12 -1.1056 -1.1992 -3.3864
H13 -2.6850 -0.8915 -4.0945
H14 -1.6297 -3.6346 -3.2488
H15 -1.8507 -3.0579 -4.9026
H16 -3.2567 -3.3300 -3.8606
H17 -1.0335 0.4708 1.0636
H18 -2.5826 0.8525 1.7927
H19 -1.8697 1.8040 -1.0190
H20 -1.5380 2.7659 0.4324
H21 -3.1988 2.3409 -0.0091
H22 -3.1839 -4.1296 -1.3577
H23 -3.2853 -4.5285 0.3428
H24 -0.6321 -3.8874 -1.0456
H25 -1.2428 -5.5210 -0.7339
H26 -0.8522 -4.4445 0.6138

Results
- HOMO level: -0.3423 hartree
- E_tot: -34893.0720 eV
- Structure (SMILES): CCOP(=O)(OCC)OCC.CCOC(=O)CCN
- Gap between HOMO and LUMO: 9.2 eV
- Net charge: 0

---

Record 4
Entry from the OMol25 dataset: C16H14N4O in the gas phase at a distorted geometry (ωB97M-V with the def2-TZVPD basis set).

Geometry (Å):
O1 2.8476 -0.4042 0.3469
N1 1.4317 -1.9438 0.3501
N2 -0.9709 -1.1256 2.0019
C1 1.7062 -0.6694 0.5335
C2 0.8498 0.3477 1.1856
C3 -0.3724 0.0289 1.8124
C4 0.2482 2.6125 -3.9776
C5 -0.1351 1.5528 -3.2652
C6 0.5601 3.7969 -3.2667
C7 -0.0484 1.4469 -1.9092
C8 0.6298 3.7654 -1.9172
C9 -0.5078 -4.9613 0.6099
C10 -1.5855 -4.5324 1.3769
C11 0.4227 2.5548 -1.2441
C12 0.4634 -3.9540 0.4323
C13 -1.6628 -3.2690 1.9126
C14 0.4475 -2.6312 0.8456
C15 -0.6427 -2.3266 1.5947
N3 1.3111 1.7643 0.9900
N4 0.3957 2.4859 0.1361
C16 -0.9853 1.1485 2.6553
H1 0.2038 2.7245 -5.0727
H2 -0.5205 0.7132 -3.8805
H3 0.7483 4.7437 -3.6797
H4 -0.3840 0.5881 -1.3819
H5 0.8008 4.5921 -1.2518
H6 -0.4270 -6.0211 0.2685
H7 -2.3809 -5.2739 1.4761
H8 1.1976 -4.2190 -0.1862
H9 -2.5351 -2.9309 2.5431
H10 2.3097 1.9467 0.7715
H11 0.0232 3.2400 0.6588
H12 -2.0222 1.4057 2.1005
H13 -0.3960 2.0752 2.7437
H14 -1.0209 0.7287 3.6867

Results
- HOMO level: -0.3046 hartree
- ΔE to the lowest compared entry with this formula, charge and spin: 115.8 kcal per mole
- E_tot: -24821.6239 eV
- Structure (SMILES): Cc1nc2ccccc2nc(=O)c1NNc1ccccc1
- Gap between HOMO and LUMO: 6.3 eV
- Net charge: 0